Run i
Entry from the Open Molecules 2025 dataset: 2 unconnected molecules or ions with the total composition C4H9O2 (ωB97M-V with the def2-TZVPD basis set).

Atoms and positions in Å:
1 C -1.3943 -0.3582 1.1344
2 C -0.4098 0.7492 1.5393
3 H -2.0109 -0.0021 0.3110
4 H -0.7798 -1.1623 0.7035
5 H -1.9089 -0.9165 1.9094
6 H -0.1282 1.5628 0.8510
7 H -0.7796 1.2947 2.4096
8 H 0.6411 0.4411 1.5659
9 C 0.4705 0.0448 -1.8335
10 C 1.7475 -0.4740 -1.0234
11 O 1.4938 -1.4797 -0.3070
12 O 2.8005 0.1676 -1.1411
13 H 0.6047 0.2426 -2.8993
14 H -0.1500 0.7191 -1.2546
15 H -0.1964 -0.8290 -1.9651

Calculated values
- HOMO energy (eV) = -3.954
- spin multiplicity = 1
- lowest unoccupied orbital energy (eV) = 4.08
- total charge = -1
- Kohn-Sham gap (eV) = 8.04

Here are the Mulliken charges for atoms 1 to 5, given in e: -0.710 -1.009 0.241 0.189 0.343

Run ii
Entry from the Open Molecules 2025 dataset: 2 unconnected molecules or ions with the total composition C4H9O2 (ωB97M-V with the def2-TZVPD basis set).

Atoms and positions in Å:
1 C -0.6644 -1.3185 -0.5523
2 C 0.8156 -1.3196 -0.1338
3 O 1.1129 -1.2770 1.0578
4 O 1.6010 -1.5642 -1.1070
5 H -0.5359 -0.5545 -1.2765
6 H -1.2962 -1.1353 0.2855
7 H -1.0684 -2.2322 -0.9623
8 C -0.6254 1.9078 0.7588
9 C -1.5587 2.7905 -0.0620
10 H -0.3971 2.1605 1.7353
11 H -1.1059 0.9434 0.8210
12 H 0.5100 1.9875 0.4618
13 H -1.6522 3.7741 0.3614
14 H -2.6470 2.5093 0.0331
15 H -1.3212 2.9156 -1.1303

Calculated values
- HOMO energy (eV) = -3.617
- spin multiplicity = 1
- lowest unoccupied orbital energy (eV) = 3.72
- total charge = -1
- Kohn-Sham gap (eV) = 7.34

Here are the Mulliken charges for atoms 1 to 5, given in e: -0.891 0.609 -0.698 -0.768 0.150

Run iii
Entry from the Open Molecules 2025 dataset: 2 unconnected molecules or ions with the total composition C4H9O2 (ωB97M-V with the def2-TZVPD basis set).

Atoms and positions in Å:
1 C -2.7436 -0.4452 -0.7611
2 C -1.4618 0.0839 -1.4281
3 H -3.5447 0.3397 -0.7649
4 H -3.1899 -1.3378 -1.2089
5 H -2.5346 -0.5681 0.3161
6 H -1.5017 0.2054 -2.5133
7 H -1.3649 1.0954 -1.0467
8 H -0.6512 -0.5913 -1.1849
9 C 2.6244 0.1760 1.9234
10 C 2.2371 0.1544 0.4159
11 O 2.7381 -0.7002 -0.3590
12 O 1.3523 0.9918 0.1107
13 H 3.3244 0.9902 1.7578
14 H 2.9828 -0.7980 2.2386
15 H 1.7334 0.4035 2.5044

Calculated values
- HOMO energy (eV) = -3.685
- spin multiplicity = 1
- lowest unoccupied orbital energy (eV) = 3.91
- total charge = -1
- Kohn-Sham gap (eV) = 7.59

Here are the Mulliken charges for atoms 1 to 5, given in e: -0.852 -0.699 0.247 0.282 0.257

Best to worst by energy: run iii, run i, run ii.

Run i
Entry from the Open Molecules 2025 dataset: a single C3H5F molecule (ωB97M-V with the def2-TZVPD basis set).

Atoms and positions in Å:
1 C -1.2216 -0.7226 0.0694
2 C -0.5609 0.4959 -0.1252
3 C 0.9464 0.5195 0.0004
4 F 1.6248 -0.8250 -0.0532
5 H -2.2721 -0.8762 0.0447
6 H -0.5730 -1.7295 -0.2730
7 H -1.0610 1.4508 -0.0352
8 H 1.5600 1.0052 -0.7613
9 H 1.5574 0.6818 1.1334

Calculated values
- HOMO energy (eV) = -9.854
- spin multiplicity = 1
- lowest unoccupied orbital energy (eV) = 0.75
- SMILES = C=CCF
- Kohn-Sham gap (eV) = 10.61

Here are the Mulliken charges for atoms 1 to 5, given in e: -0.615 -0.167 -0.145 -0.327 0.334

Run ii
Entry from the Open Molecules 2025 dataset: a single C3H5F molecule (ωB97M-V with the def2-TZVPD basis set).

Atoms and positions in Å:
1 C 1.3262 -0.5344 0.0001
2 C 0.5820 0.7627 -0.0798
3 C -0.7403 0.6364 0.0344
4 F -1.2604 -0.6668 -0.0037
5 H 2.2099 -0.1265 -0.4020
6 H 0.9060 -1.4310 -0.5272
7 H 1.6610 -0.7594 1.0860
8 H 1.0452 1.7145 0.0680
9 H -1.4858 1.4152 0.0808

Calculated values
- HOMO energy (eV) = -9.534
- spin multiplicity = 1
- lowest unoccupied orbital energy (eV) = 1.15
- SMILES = C/C=C\F
- Kohn-Sham gap (eV) = 10.69

Here are the Mulliken charges for atoms 1 to 5, given in e: -0.788 -0.339 -0.070 -0.254 0.285

Best to worst by energy: run ii, run i.

Run i
Entry from the Open Molecules 2025 dataset: a single C16H21NO3S molecule (ωB97M-V with the def2-TZVPD basis set).

Atoms and positions in Å:
1 O 1.1233 3.3514 0.0288
2 C 0.7385 2.4475 -0.6818
3 C -0.2623 2.6963 -1.8113
4 S -1.4499 1.3292 -2.0460
5 C -2.0730 1.0657 -0.4151
6 C -2.0019 2.0645 0.5518
7 C -2.4408 1.8330 1.8412
8 C -2.9601 0.5974 2.1995
9 C -3.0554 -0.3928 1.2455
10 C -2.6294 -0.1746 -0.0649
11 C -2.7974 -1.3011 -1.0028
12 O -3.0399 -2.4354 -0.6685
13 O -2.6708 -0.9554 -2.2926
14 N 1.1472 1.1733 -0.5996
15 C 1.9646 0.6589 0.4796
16 C 1.0834 -0.0315 1.5394
17 C 0.8819 -1.5420 1.4054
18 C 0.6222 -2.0542 -0.0113
19 C 1.9104 -2.3797 -0.7651
20 C 2.7423 -1.1715 -1.1900
21 C 3.1128 -0.2024 -0.0653
22 H -0.7774 3.6439 -1.6574
23 H 0.2714 2.7472 -2.7622
24 H -1.5996 3.0337 0.3096
25 H -2.3701 2.6263 2.5698
26 H -3.2903 0.4161 3.2102
27 H -3.4623 -1.3642 1.4820
28 H -2.7910 -1.7310 -2.8629
29 H 0.6964 0.4949 -1.1969
30 H 2.3970 1.5509 0.9481
31 H 1.5176 0.1602 2.5227
32 H 0.1093 0.4631 1.5224
33 H 0.0333 -1.8073 2.0400
34 H 1.7537 -2.0643 1.8047
35 H 0.0356 -2.9733 0.0586
36 H 0.0152 -1.3401 -0.5699
37 H 1.6600 -2.9491 -1.6640
38 H 2.5222 -3.0279 -0.1326
39 H 2.2276 -0.6297 -1.9861
40 H 3.6738 -1.5464 -1.6223
41 H 3.5551 -0.7535 0.7651
42 H 3.8770 0.4740 -0.4556

Calculated values
- HOMO energy (eV) = -8.660
- spin multiplicity = 1
- lowest unoccupied orbital energy (eV) = 0.22
- SMILES = O=C(CSc1ccccc1C(=O)O)NC1CCCCCC1
- Kohn-Sham gap (eV) = 8.88

Here are the Mulliken charges for atoms 1 to 5, given in e: -0.687 0.478 -0.702 -0.159 0.962

Run ii
Entry from the Open Molecules 2025 dataset: a single C16H21NO3S molecule (ωB97M-V with the def2-TZVPD basis set).

Atoms and positions in Å:
1 C -1.6019 3.8359 1.1501
2 O -2.2970 2.6953 0.7067
3 C -1.7688 1.4685 0.9748
4 C -0.5290 1.2439 1.5636
5 C -0.0997 -0.0504 1.7940
6 C -0.8859 -1.1455 1.4629
7 C -0.3864 -2.5405 1.7553
8 N 0.7700 -2.9706 0.9803
9 C 0.5539 -3.7911 -0.1872
10 C 0.2645 -3.0844 -1.5334
11 O -1.0138 -2.5029 -1.5810
12 C 1.3717 -2.0665 -1.8861
13 O 1.3097 -0.8752 -1.1307
14 C 0.6298 0.2075 -1.7242
15 C 1.1969 1.4669 -1.1621
16 C 0.8175 2.7548 -1.3767
17 C 1.6216 3.6821 -0.6737
18 C 2.5894 3.0766 0.0598
19 S 2.5480 1.3628 -0.0957
20 C -2.1272 -0.9124 0.8774
21 C -2.5612 0.3743 0.6281
22 H -2.2219 4.6855 0.8681
23 H -0.6230 3.9244 0.6690
24 H -1.4733 3.8270 2.2375
25 H 0.1075 2.0666 1.8488
26 H 0.8661 -0.2103 2.2511
27 H -1.1910 -3.2668 1.6141
28 H -0.0861 -2.5778 2.8121
29 H 1.3722 -2.1834 0.7660
30 H -0.2713 -4.4778 0.0217
31 H 1.4600 -4.3922 -0.3319
32 H 0.2621 -3.8518 -2.3172
33 H -1.0975 -1.9051 -0.8238
34 H 1.3203 -1.8328 -2.9567
35 H 2.3459 -2.5187 -1.6726
36 H 0.7682 0.1920 -2.8175
37 H -0.4534 0.1640 -1.5287
38 H -0.0060 3.0321 -2.0103
39 H 1.4839 4.7483 -0.7219
40 H 3.3330 3.5323 0.6825
41 H -2.7749 -1.7429 0.6316
42 H -3.5230 0.5586 0.1760

Calculated values
- HOMO energy (eV) = -8.236
- spin multiplicity = 1
- lowest unoccupied orbital energy (eV) = 0.68
- SMILES = COc1ccc(CNC[C@@H](O)COCc2cccs2)cc1
- Kohn-Sham gap (eV) = 8.91

Here are the Mulliken charges for atoms 1 to 5, given in e: -0.590 -0.439 0.592 -0.293 -0.585

Best to worst by energy: run i, run ii.

Run i
Entry from the Open Molecules 2025 dataset: 2 unconnected molecules or ions with the total composition C3H13N2Si (ωB97M-V with the def2-TZVPD basis set).

Atoms and positions in Å:
1 C 1.7923 2.7806 -0.8345
2 C -0.7310 -0.8460 -0.4314
3 C 1.4565 1.7213 0.1074
4 N 2.0778 0.7620 0.6301
5 N -1.8930 -1.7982 0.1000
6 Si 0.7818 -1.6518 0.2799
7 H 1.1252 3.6330 -0.7932
8 H 2.8337 3.1018 -0.6903
9 H 1.9173 2.2718 -1.8895
10 H -0.6971 -0.6627 -1.4711
11 H -0.9438 0.0566 0.2190
12 H 0.4323 1.7413 0.3299
13 H 3.1756 0.7679 0.5897
14 H -2.1424 -2.5665 -0.5769
15 H -2.7548 -1.3094 0.1846
16 H -1.4020 -2.2910 0.8722
17 H 0.3719 -3.0602 -0.4528
18 H 0.7134 -1.9132 1.6962
19 H 2.1213 -1.1670 -0.1267

Calculated values
- HOMO energy (eV) = -13.280
- spin multiplicity = 1
- lowest unoccupied orbital energy (eV) = -3.58
- total charge = +1
- Kohn-Sham gap (eV) = 9.70

Here are the Mulliken charges for atoms 1 to 5, given in e: -1.061 -0.566 0.255 -0.616 -0.384

Run ii
Entry from the Open Molecules 2025 dataset: 2 unconnected molecules or ions with the total composition C3H13N2Si (ωB97M-V with the def2-TZVPD basis set).

Atoms and positions in Å:
1 C 0.7630 -0.0206 1.5720
2 C -0.1379 -2.4176 1.6149
3 C -0.1179 -0.9493 -0.5301
4 N 0.2585 3.1107 -2.3044
5 N -0.1396 -1.0318 0.9583
6 Si -0.8455 1.8838 -1.7757
7 H 1.7111 -0.2368 1.2402
8 H 0.3518 0.9095 1.1250
9 H 0.8920 -0.1651 2.6481
10 H 0.7207 -2.8798 1.3053
11 H 0.0258 -2.1556 2.5869
12 H -0.9962 -2.8491 1.3027
13 H 0.8085 -0.8550 -0.9355
14 H -0.7916 -1.7671 -0.9213
15 H 0.3978 4.0551 -2.1200
16 H 1.0589 2.8193 -2.8669
17 H -1.1603 -0.7050 1.0691
18 H -0.7789 1.0618 -2.9732
19 H -2.0201 2.1924 -0.9954

Calculated values
- HOMO energy (spin up / spin down) (eV) = -11.572 / -11.573
- spin multiplicity = 1
- lowest unoccupied orbital energy (spin up / spin down) (eV) = -4.27 / -4.27
- total charge = +1
- Kohn-Sham gap (spin up / spin down) (eV) = 7.30 / 7.30

Here are the Mulliken charges for atoms 1 to 5, given in e: -0.729 -0.955 -0.977 -0.361 -0.129

Best to worst by energy: run i, run ii.